The following is a DFT calculation (ωB97M-V with the def2-TZVPD basis set) of a 2-piece molecular cluster, C9H14 overall.

## Properties
energy above the lowest of the compared OMol25 structures with the same formula, charge and spin	21.9	kcal per mole
SMILES	Cc1ccccc1.CC
HOMO level	-8.880	eV
lowest unoccupied orbital energy	1.03	eV
largest force on an atom	2.58	eV/Å
orbital gap	0.3640	Ha

Last column: Mulliken charge in e.
Atoms and positions in Å:
C 2.901951 -1.379602 -0.276172  -1.386
C 0.145269 1.361705 1.508222  -0.648
C 1.145959 0.713890 2.299978  -0.291
C 0.296968 1.273511 0.136066  -0.425
C 2.097655 -0.093288 1.730963  -0.726
C 1.163287 0.355053 -0.481096  -0.697
C 1.970871 -0.377753 0.357929  1.256
H -0.711033 1.750982 2.029672  0.366
H 1.275429 1.049310 3.326572  0.332
H -0.476759 1.750192 -0.466655  0.606
H 2.821269 -0.581689 2.361398  0.386
H 1.123628 0.133814 -1.538378  0.324
H 3.921341 -1.263768 0.071187  0.340
H 2.737457 -1.513671 -1.348084  0.312
H 2.685503 -2.403514 0.090890  0.305
C -3.084904 0.549925 -0.924533  -0.612
C -2.649794 -0.806956 -1.540417  -0.706
H -3.929244 0.375403 -0.253006  0.326
H -2.241634 0.979265 -0.371615  -0.078
H -3.338515 1.389604 -1.588446  0.289
H -3.247951 -0.916786 -2.452085  0.268
H -1.622727 -0.769372 -1.826724  0.200
H -2.984026 -1.576265 -0.845668  0.259

Forces on atoms 1 to 2 (eV/Å):
-0.72 -1.66 0.73
1.87 -1.35 0.37